{
  "formula": "C22H41ClCoNOP3",
  "method": "ωB97M-V/def2-TZVPD",
  "symbols": ["Co", "P", "P", "P", "H", "C", "C", "H", "C", "C", "C", "C", "C", "C", "C", "C", "C", "H", "H", "H", "H", "H", "H", "H", "H", "H", "H", "H", "H", "H", "H", "H", "H", "H", "H", "H", "H", "H", "H", "H", "H", "H", "H", "H", "H", "H", "C", "C", "C", "C", "C", "C", "O", "H", "H", "H", "H", "H", "H", "Cl", "C", "C", "C", "C", "N", "C", "H", "H", "H", "H"],
  "positions_angstrom": [[-0.03, 0.39, -0.64], [-1.58, -1.11, -0.42], [1.19, -0.27, 1.49], [1.33, -1.07, -1.64], [0.39, 4.81, -1.69], [0.18, 3.78, -2.05], [-1.11, 3.42, -2.11], [-1.76, 3.49, -1.23], [-3.24, -0.40, -0.10], [-1.48, -2.46, 0.83], [-1.98, -2.10, -1.92], [2.53, 0.95, 1.77], [0.17, -0.11, 3.02], [2.07, -1.84, 1.86], [0.94, -1.45, -3.39], [1.83, -2.78, -1.15], [2.94, -0.21, -1.78], [1.11, 3.34, -2.53], [-1.69, 3.48, -3.05], [-3.43, 0.47, -0.74], [-3.33, -0.11, 0.95], [-3.99, -1.17, -0.32], [-1.52, -2.06, 1.85], [-0.56, -3.06, 0.72], [-2.34, -3.13, 0.68], [-1.97, -1.45, -2.81], [-2.99, -2.52, -1.79], [-1.26, -2.93, -2.04], [3.05, 0.70, 2.71], [2.11, 1.96, 1.84], [3.24, 0.89, 0.93], [0.81, -0.37, 3.87], [-0.68, -0.80, 2.99], [-0.20, 0.92, 3.14], [3.02, -1.93, 1.32], [1.42, -2.71, 1.62], [2.29, -1.86, 2.95], [1.86, -1.70, -3.93], [0.49, -0.60, -3.90], [0.23, -2.28, -3.46], [2.17, -3.33, -2.04], [1.01, -3.33, -0.69], [2.67, -2.76, -0.44], [3.43, -0.54, -2.71], [3.57, -0.46, -0.92], [2.78, 0.88, -1.82], [-2.79, 1.07, -4.11], [-1.69, 1.22, -3.24], [-0.42, 1.42, -3.83], [-0.21, 1.25, -5.20], [-1.31, 0.98, -6.03], [-2.58, 0.90, -5.49], [-4.05, 1.18, -3.55], [-4.68, 1.29, -4.27], [-1.91, 1.44, -2.18], [0.43, 1.79, -3.23], [0.80, 1.45, -5.61], [-1.17, 0.79, -7.08], [-3.46, 0.69, -6.12], [1.03, 5.63, 0.53], [0.01, 4.29, 0.92], [-1.22, 4.56, 1.50], [-2.07, 3.46, 1.67], [-1.65, 2.19, 1.31], [-0.54, 1.99, 0.57], [0.37, 2.99, 0.54], [-1.43, 5.59, 1.77], [-3.05, 3.56, 2.10], [-2.15, 1.28, 1.66], [1.39, 2.77, 0.18]],
  "largest_force_ev_per_a": 3.38,
  "homo_energy_ev": [-16.855, -17.280],
  "s2": 6.0323,
  "e_tot_ha": -3858.75146,
  "de_lowest_kj_mol": 171.1,
  "gap_ev": [6.1, 5.1],
  "spin_multiplicity": 5,
  "total_charge": 3
}



{
  "formula": "C5H8ClNSi",
  "method": "ωB97M-V/def2-TZVPD",
  "symbols": ["C", "C", "C", "C", "C", "N", "Si", "Cl", "H", "H", "H", "H", "H", "H", "H", "H"],
  "positions_angstrom": [[-2.30, -1.33, 0.47], [-1.56, -0.33, 1.11], [-1.53, -1.80, -0.57], [-0.33, -0.17, 0.49], [0.84, 0.50, 0.77], [-0.33, -1.06, -0.59], [2.42, 0.57, -0.29], [3.41, -1.16, 0.26], [-3.24, -1.53, 0.82], [-1.91, 0.30, 1.92], [-1.74, -2.49, -1.34], [0.99, 2.35, -0.13], [0.87, 0.99, 1.73], [0.50, -1.54, -0.89], [3.48, 1.60, 0.38], [2.12, 0.67, -1.80]],
  "largest_force_ev_per_a": 3.53,
  "homo_energy_ev": [-8.060, -8.120],
  "e_tot_ha": -999.66950,
  "de_lowest_kj_mol": 269.3,
  "gap_ev": [7.2, 7.3]
}



{
  "formula": "C16H12Cl3F3N4S",
  "method": "ωB97M-V/def2-TZVPD",
  "symbols": ["C", "C", "C", "N", "C", "C", "N", "C", "C", "S", "C", "N", "C", "C", "Cl", "C", "C", "Cl", "C", "C", "Cl", "N", "C", "C", "F", "F", "F", "H", "H", "H", "H", "H", "H", "H", "H", "H", "H", "H", "H"],
  "positions_angstrom": [[2.96, 1.83, 1.15], [2.65, 0.52, 0.66], [2.86, -0.58, 1.59], [3.60, -0.53, 2.67], [3.39, -1.81, 3.20], [2.48, -2.55, 2.53], [2.20, -1.84, 1.42], [1.68, -2.40, 0.15], [0.71, -1.64, -0.76], [-0.77, -1.34, 0.12], [-1.23, -0.34, -1.42], [-2.28, 0.62, -1.71], [-3.29, 1.10, -0.90], [-3.01, 1.81, 0.26], [-1.36, 2.04, 0.80], [-4.05, 2.38, 1.02], [-5.36, 2.38, 0.60], [-6.69, 2.79, 1.59], [-5.59, 1.67, -0.62], [-4.59, 1.10, -1.43], [-5.00, 0.50, -3.06], [-0.35, -0.26, -2.35], [0.81, -1.11, -2.03], [1.92, -1.38, -2.93], [1.83, -0.54, -3.98], [3.10, -1.07, -2.30], [2.11, -2.67, -3.30], [2.52, 1.81, 2.24], [4.05, 1.96, 1.13], [2.43, 2.60, 0.52], [1.71, 0.69, 0.33], [3.18, 0.31, -0.23], [3.94, -2.16, 4.09], [2.17, -3.58, 2.78], [1.31, -3.41, 0.41], [2.63, -2.59, -0.40], [-2.28, 0.86, -2.76], [-3.74, 3.01, 1.81], [-6.62, 1.81, -0.89]],
  "largest_force_ev_per_a": 4.72,
  "smiles": "CCc1nccn1Cc1sc(Nc2c(Cl)cc(Cl)cc2Cl)nc1C(F)(F)F",
  "homo_energy_ev": -8.488,
  "e_tot_ha": -2914.22261,
  "gap_ev": 8.3
}



{
  "formula": "C26H34Cl2N3O2P2STl",
  "method": "ωB97M-V/def2-TZVPD",
  "symbols": ["Tl", "Cl", "C", "C", "C", "Cl", "C", "C", "C", "C", "N", "C", "C", "O", "H", "H", "H", "H", "C", "P", "C", "C", "C", "P", "C", "C", "H", "H", "H", "H", "H", "H", "H", "H", "H", "H", "H", "H", "H", "H", "H", "H", "C", "C", "C", "N", "C", "S", "N", "C", "O", "C", "C", "C", "C", "C", "C", "H", "H", "H", "H", "H", "H", "H", "H", "H", "H", "H", "H", "H", "H"],
  "positions_angstrom": [[-1.54, -0.03, 0.25], [1.74, 2.15, -3.16], [0.05, 2.42, -3.19], [-0.52, 3.08, -4.27], [-1.88, 3.32, -4.31], [-2.54, 4.20, -5.61], [-2.73, 2.84, -3.27], [-4.13, 2.94, -3.32], [-4.88, 2.40, -2.30], [-4.23, 1.74, -1.26], [-2.91, 1.67, -1.18], [-2.15, 2.21, -2.14], [-0.71, 2.03, -2.04], [-0.17, 1.50, -1.02], [0.10, 3.42, -5.08], [-4.60, 3.41, -4.16], [-5.96, 2.45, -2.33], [-4.79, 1.27, -0.48], [0.01, 3.61, 1.70], [-1.28, 2.33, 1.93], [-2.79, 3.33, 2.19], [-0.82, 1.67, 3.60], [-1.63, 0.46, 4.06], [-1.25, -1.11, 3.13], [0.28, -1.74, 3.92], [-2.50, -2.26, 3.79], [-0.02, 4.32, 2.53], [-0.17, 4.13, 0.77], [0.99, 3.14, 1.65], [-2.63, 4.07, 2.97], [-3.63, 2.69, 2.47], [-3.03, 3.83, 1.26], [-0.93, 2.48, 4.33], [0.24, 1.41, 3.55], [-2.70, 0.65, 3.97], [-1.43, 0.26, 5.12], [0.15, -1.75, 5.00], [1.15, -1.14, 3.66], [0.45, -2.76, 3.57], [-2.42, -2.28, 4.88], [-2.31, -3.26, 3.40], [-3.50, -1.95, 3.50], [3.44, -1.20, -3.29], [3.11, -2.66, -3.60], [2.33, -3.30, -2.45], [1.05, -2.65, -2.38], [0.07, -2.68, -1.50], [-1.41, -1.97, -1.97], [0.14, -3.28, -0.28], [1.11, -3.38, 0.73], [0.90, -4.14, 1.64], [2.27, -2.46, 0.71], [3.49, -2.94, 1.20], [4.56, -2.09, 1.37], [4.42, -0.74, 1.07], [3.20, -0.25, 0.61], [2.13, -1.10, 0.43], [3.85, -0.71, -4.16], [4.19, -1.14, -2.49], [2.56, -0.66, -2.96], [4.02, -3.21, -3.78], [2.50, -2.73, -4.51], [2.88, -3.18, -1.51], [2.20, -4.38, -2.62], [0.80, -2.16, -3.23], [-0.73, -3.74, 0.01], [3.58, -3.99, 1.43], [5.49, -2.46, 1.75], [5.25, -0.07, 1.21], [3.09, 0.80, 0.39], [1.17, -0.70, 0.10]],
  "largest_force_ev_per_a": 1.01,
  "homo_energy_ev": [-13.586, -12.845],
  "e_tot_ha": -3499.17414,
  "de_lowest_kj_mol": 205.4,
  "gap_ev": [5.7, 4.8],
  "total_charge": 2
}



Repeat the third record exactly.
{
  "formula": "C16H12Cl3F3N4S",
  "method": "ωB97M-V/def2-TZVPD",
  "symbols": ["C", "C", "C", "N", "C", "C", "N", "C", "C", "S", "C", "N", "C", "C", "Cl", "C", "C", "Cl", "C", "C", "Cl", "N", "C", "C", "F", "F", "F", "H", "H", "H", "H", "H", "H", "H", "H", "H", "H", "H", "H"],
  "positions_angstrom": [[2.96, 1.83, 1.15], [2.65, 0.52, 0.66], [2.86, -0.58, 1.59], [3.60, -0.53, 2.67], [3.39, -1.81, 3.20], [2.48, -2.55, 2.53], [2.20, -1.84, 1.42], [1.68, -2.40, 0.15], [0.71, -1.64, -0.76], [-0.77, -1.34, 0.12], [-1.23, -0.34, -1.42], [-2.28, 0.62, -1.71], [-3.29, 1.10, -0.90], [-3.01, 1.81, 0.26], [-1.36, 2.04, 0.80], [-4.05, 2.38, 1.02], [-5.36, 2.38, 0.60], [-6.69, 2.79, 1.59], [-5.59, 1.67, -0.62], [-4.59, 1.10, -1.43], [-5.00, 0.50, -3.06], [-0.35, -0.26, -2.35], [0.81, -1.11, -2.03], [1.92, -1.38, -2.93], [1.83, -0.54, -3.98], [3.10, -1.07, -2.30], [2.11, -2.67, -3.30], [2.52, 1.81, 2.24], [4.05, 1.96, 1.13], [2.43, 2.60, 0.52], [1.71, 0.69, 0.33], [3.18, 0.31, -0.23], [3.94, -2.16, 4.09], [2.17, -3.58, 2.78], [1.31, -3.41, 0.41], [2.63, -2.59, -0.40], [-2.28, 0.86, -2.76], [-3.74, 3.01, 1.81], [-6.62, 1.81, -0.89]],
  "largest_force_ev_per_a": 4.72,
  "smiles": "CCc1nccn1Cc1sc(Nc2c(Cl)cc(Cl)cc2Cl)nc1C(F)(F)F",
  "homo_energy_ev": -8.488,
  "e_tot_ha": -2914.22261,
  "gap_ev": 8.3
}